{
  "formula": "C22H17BrN2O3P",
  "method": "ωB97M-V/def2-TZVPD",
  "charge": -1,
  "e_lumo_ha": 0.05331,
  "e_homo_ev": -3.833,
  "homo_lumo_gap_ev": 5.284,
  "total_energy_ha": -4099.1063,
  "species": ["C", "C", "C", "C", "P", "C", "C", "C", "C", "C", "C", "C", "C", "N", "O", "C", "C", "H", "H", "H", "H", "H", "H", "H", "H", "H", "H", "H", "Br", "C", "C", "C", "C", "C", "C", "N", "O", "O", "C", "C", "H", "H", "H", "H", "H", "H"],
  "positions_angstrom": [[-2.2238, 3.2971, -3.8686], [-1.4581, 4.2094, -3.1310], [-0.9588, 3.8571, -1.8682], [-1.2520, 2.6085, -1.3069], [-0.5555, 2.0631, 0.3085], [1.2391, 2.4215, 0.1136], [1.8935, 3.3671, 0.9074], [3.2755, 3.5754, 0.7795], [4.0179, 2.8275, -0.1409], [3.3709, 1.8655, -0.9285], [1.9911, 1.6727, -0.8050], [-1.0834, 3.0539, 1.6644], [-1.9512, 2.6263, 2.6613], [-2.7308, 2.3693, 3.5107], [-0.8045, 0.5932, 0.4364], [-2.0347, 1.7093, -2.0464], [-2.5103, 2.0421, -3.3160], [-2.5918, 3.5521, -4.8679], [-1.2340, 5.1918, -3.5505], [-0.3243, 4.5596, -1.3307], [1.3190, 3.9464, 1.6272], [3.7726, 4.3277, 1.3958], [5.0947, 2.9855, -0.2479], [3.9385, 1.2666, -1.6445], [1.4957, 0.9287, -1.4307], [-1.0165, 4.1367, 1.5101], [-2.2496, 0.7221, -1.6417], [-3.0948, 1.3117, -3.8784], [-2.4861, 5.1954, 8.4891], [-1.6379, 3.8549, 7.4682], [-2.3010, 2.6397, 7.2008], [-1.7098, 1.6936, 6.3733], [-0.4306, 1.9069, 5.7981], [0.1247, 0.9203, 4.8953], [1.4100, 0.8987, 4.4246], [1.9202, -0.2579, 3.8179], [3.0929, -0.3320, 3.3643], [1.1197, -1.2317, 3.7978], [0.2528, 3.1108, 6.1160], [-0.3636, 4.0807, 6.9154], [-3.2686, 2.4372, 7.6502], [-2.2062, 0.7450, 6.1578], [-0.5247, 0.0767, 4.6650], [2.1022, 1.7283, 4.5438], [1.2785, 3.2546, 5.7651], [0.1530, 5.0102, 7.1367]]
}